(1)
DFT (ωB97M-V/def2-TZVPD) results for 2 unconnected molecules or ions with the total composition C6H14N2O in a non-equilibrium geometry.

Structure (XYZ):
```
23
Properties=species:S:1:pos:R:3:forces:R:3
C 1.656262 0.161212 -1.665398 -0.5973 -0.0667 0.1540
C 1.561147 1.571524 0.345848 -0.2659 -0.5469 0.0965
N 1.086238 0.366720 -0.335288 1.2728 -1.2013 0.9763
C 0.924139 -0.856076 0.443802 1.5296 1.5454 -0.0678
N 0.757390 -0.689802 1.801610 0.1674 -0.3176 -0.8209
O 1.049751 -1.948614 -0.066523 -0.4556 0.1209 0.0376
H 0.558300 0.186479 2.251260 -0.1298 -0.1880 -0.1519
H 0.638162 -1.561114 2.295058 -0.1054 0.2828 0.0814
H 1.279748 0.950735 -2.318705 0.2201 0.1232 0.0216
H 2.746083 0.154883 -1.644317 0.0786 -0.0573 -0.1231
H 1.268200 -0.776061 -2.056810 0.2457 -0.0607 0.0320
H 1.694585 2.364783 -0.387032 -0.1928 0.0219 0.0362
H 2.517050 1.419194 0.853597 0.0832 -0.0467 0.0149
H 0.817610 1.865015 1.086967 0.0246 0.3154 -0.0607
C -2.196396 -1.395584 -0.521116 0.4487 -0.3475 0.0532
C -1.682057 -0.022739 -0.235687 2.1733 1.4884 -1.6073
C -2.231734 0.797573 0.650832 0.0436 0.1315 0.2051
H -0.568239 0.389860 -0.768167 -4.2848 -1.2625 1.1799
H -1.379710 -2.120345 -0.530373 -0.0374 -0.0361 0.0930
H -2.936469 -1.711152 0.218266 -0.0594 0.0529 -0.0668
H -2.636972 -1.458335 -1.519197 -0.1015 0.1708 0.0489
H -2.984090 0.473496 1.363213 -0.3201 -0.0548 -0.2405
H -1.938999 1.838347 0.738161 0.2624 -0.0673 0.1084
```
Positions in Å, forces in eV/Å.

Output
Frontier orbital gap (eV): 9.5
Energy relative to the best compared isomer or geometry (same formula, charge and spin) (kJ/mol): 227.9
HOMO level (eV): -8.717
SMILES: CN(C)C(N)=O.C=CC
2S+1: 1

***

(2)
DFT (ωB97M-V/def2-TZVPD) results for 2 unconnected molecules or ions with the total composition C6H14N2O.

Structure (XYZ):
```
23
Properties=species:S:1:pos:R:3:forces:R:3
C -0.706600 0.214827 -1.977540 0.1842 0.1021 0.1152
C -0.202298 1.976372 0.475176 0.1460 -0.2944 -0.1030
C 0.500241 0.124495 -1.087113 -0.0728 0.2662 0.1861
C 0.709556 0.879753 0.006489 -0.0757 -0.0499 -0.2960
N 1.435225 -0.855705 -1.477274 0.0356 -0.0274 0.0438
N 1.897751 0.713785 0.753392 0.0667 0.1470 -0.0245
H 1.486057 -0.967937 -2.480715 0.0514 0.0025 0.0576
H 2.349359 -0.678637 -1.082942 0.1069 -0.0037 -0.0994
H 2.023283 -0.249035 1.058032 -0.0075 0.1332 0.0379
H 1.899784 1.312641 1.569461 0.0767 -0.1193 -0.0618
H -1.609933 0.449485 -1.420411 -0.0773 0.0138 -0.0329
H -0.855831 -0.738521 -2.481524 -0.0927 -0.0650 -0.0381
H -0.569066 0.985060 -2.739271 -0.0617 -0.0100 -0.0925
H -0.618473 1.739084 1.456123 -0.0512 0.0313 0.1011
H 0.367679 2.901285 0.570981 -0.0118 0.1118 0.0166
H -1.017872 2.154372 -0.217257 -0.0733 0.0659 -0.0314
C -1.584952 -1.192759 1.491832 0.1650 0.0898 0.2668
C -0.244640 -1.683483 1.036375 -0.2071 -0.1723 -0.0416
O 0.769420 -1.622258 1.689798 -0.1334 -0.2353 0.1824
H -0.259353 -2.198314 0.062218 0.1868 0.0204 -0.1025
H -2.234528 -2.054686 1.641532 -0.0893 -0.0888 -0.0121
H -2.035814 -0.566579 0.726863 -0.0654 0.0451 -0.1190
H -1.498996 -0.643246 2.425773 -0.0001 0.0372 0.0475
```
Positions in Å, forces in eV/Å.

Output
Frontier orbital gap (eV): 8.2
Energy relative to the best compared isomer or geometry (same formula, charge and spin) (kJ/mol): 142.5
HOMO level (eV): -7.204
SMILES: C/C(N)=C(\C)N.CC=O
2S+1: 1

***

(3)
DFT (ωB97M-V/def2-TZVPD) results for 2 unconnected molecules or ions with the total composition C6H14N2O in a non-equilibrium geometry.

Structure (XYZ):
```
23
Properties=species:S:1:pos:R:3:forces:R:3
C 1.064661 0.465497 -1.245598 -0.6116 -1.6663 -2.3897
C -2.335812 -0.157607 0.366416 0.4261 -0.2572 3.0414
C 0.794930 -0.753346 -0.333737 0.4494 -0.2729 -2.7698
C -2.746191 1.074009 1.043703 -0.5027 0.1443 4.3109
C 0.128641 -1.888335 -1.018675 -0.0733 1.6480 -0.2625
C 1.399040 0.223103 1.733289 3.6613 -1.5644 -2.5430
N 0.935223 -0.858920 0.882261 -0.2413 0.6874 2.5046
N 2.380993 1.007214 -1.534032 0.8158 -0.4626 2.6464
O -2.390152 -0.258806 -0.889358 -0.2211 -0.0905 -2.8169
H 0.566738 0.297502 -2.268417 0.6269 -0.0734 1.4814
H 0.459315 1.178452 -0.822335 -1.3250 2.2720 1.0857
H -2.018398 -1.034740 0.943357 0.0367 0.1263 -0.3241
H -3.433096 0.864043 1.986629 1.0814 0.0529 -1.8848
H -3.274606 1.744982 0.469109 -1.4668 1.1153 -1.7625
H -2.012256 1.769067 1.527354 0.4496 -0.9051 -0.5122
H -0.169917 -2.653578 -0.364543 -0.5829 -0.8392 0.8187
H 0.715231 -2.257401 -1.790337 1.3952 -0.9585 -1.4842
H -0.651335 -1.367971 -1.543178 -1.0442 -0.4279 -0.2093
H 0.798567 0.225890 2.548171 -1.6831 0.4988 2.5948
H 1.661374 1.192142 1.311786 -0.6995 0.3186 -0.3057
H 2.398178 -0.192423 1.994542 -0.4245 0.5154 0.6976
H 2.769950 0.554595 -2.344543 0.4349 -0.2681 0.2011
H 2.958919 0.826633 -0.651860 -0.5009 0.4069 -2.1178
```
Positions in Å, forces in eV/Å.

Output
Frontier orbital gap (spin up / spin down) (eV): 7.4 / 6.5
Energy relative to the best compared isomer or geometry (same formula, charge and spin) (kJ/mol): 175.7
HOMO level (spin up / spin down) (eV): -6.449 / -8.804
2S+1: 3
<S²>: 2.006

***

(4)
DFT (ωB97M-V/def2-TZVPD) results for 2 unconnected molecules or ions with the total composition C6H14N2O2 in a non-equilibrium geometry.

Structure (XYZ):
```
24
Properties=species:S:1:pos:R:3:forces:R:3
C -1.091567 -2.165600 0.419025 0.6487 -0.3580 -3.1463
C 2.577677 -1.014214 0.689436 -1.2210 1.8336 3.4412
C 0.329781 -1.708950 -0.025763 1.6637 -3.2506 3.0451
O 0.802688 -1.864917 -1.119312 -0.6449 0.8265 -0.8015
N 1.278434 -1.597008 1.091207 -1.0266 0.5773 -0.6895
H -1.636310 -1.859988 -0.510227 -0.2019 -0.6315 0.9937
H 0.922522 -1.125250 1.938108 0.0141 -0.6104 -0.7859
H 3.423222 -1.286554 1.404948 -1.4296 0.8970 -0.1748
H -1.264892 -3.276452 0.638531 0.8040 1.7340 -0.2481
H -1.374757 -1.500158 1.164724 -0.9305 0.6906 1.6424
H 2.925237 -1.494342 -0.144764 0.2980 -0.4241 -2.7355
H 2.255097 0.105140 0.651388 2.0165 -1.5840 -0.5254
C -0.002462 1.712794 1.489901 0.7385 2.7730 0.6787
C -1.380588 2.129421 -2.024177 4.4282 3.5037 3.6221
C -1.058398 1.477460 -0.652605 1.1071 1.1213 -1.5566
O -1.649868 0.526805 -0.205557 -0.4121 0.4071 0.1015
N -0.020204 2.140777 0.076347 -4.8783 -2.7244 1.7475
H 0.764870 2.465474 -0.333918 2.6332 1.3366 -1.7256
H 1.107780 1.720329 1.842099 -2.2170 -0.1518 -0.2113
H -1.630043 3.200754 -1.856143 0.1006 -0.5168 0.4038
H -0.701043 2.470844 2.110960 1.9108 -1.6135 -1.0781
H -0.512274 0.771221 1.508258 0.2694 -0.6540 0.4763
H -0.519713 2.254718 -2.677149 0.8322 -0.2655 0.4026
H -2.036529 1.867315 -2.685641 -4.5034 -2.9161 -2.8761
```
Positions in Å, forces in eV/Å.

Output
Frontier orbital gap (eV): 10.1
Energy relative to the best compared isomer or geometry (same formula, charge and spin) (kJ/mol): 310.4
HOMO level (eV): -9.351
SMILES: CNC(C)=O.CNC(C)=O
2S+1: 1

***

(5)
DFT (ωB97M-V/def2-TZVPD) results for 2 unconnected molecules or ions with the total composition C6H14N2O2 in a non-equilibrium geometry.

Structure (XYZ):
```
24
Properties=species:S:1:pos:R:3:forces:R:3
C 0.923684 -0.250653 2.854518 -1.5235 0.0702 -0.1896
C 0.409989 2.530966 0.188792 2.8765 -1.2599 -0.1855
C 1.029004 0.429547 1.516456 2.1645 -0.7038 -0.6103
O 1.720189 -0.086511 0.632107 -0.3619 0.3665 0.1827
N 0.405507 1.589690 1.321161 -2.2784 1.9395 0.0787
H 0.687130 0.390002 3.703326 -0.0787 0.1444 -0.1796
H -0.374810 1.896626 1.884894 0.5174 -0.7505 0.9127
H 0.845350 2.046613 -0.693658 -1.0120 -0.2859 -0.2107
H 0.060308 -0.896463 2.645110 0.0404 -0.2452 0.6226
H 1.757577 -0.880648 3.110951 0.4094 -0.0461 -0.3736
H -0.566121 2.978764 0.080422 0.0884 0.1689 -0.2514
H 1.261390 3.208346 0.363483 -0.8470 0.6545 0.2639
C -2.072086 0.040189 -0.937060 0.2874 0.6232 0.6732
C 0.763624 -2.154304 -1.987351 0.6480 -0.0251 -0.9954
C -0.679628 -1.796555 -1.802466 -0.4321 1.9389 1.0269
O -1.643710 -2.239865 -2.385554 0.1865 -0.7079 -0.3939
N -0.843961 -0.717651 -0.934261 0.3752 -0.8934 -0.7610
H 0.003211 -0.322213 -0.542323 -0.1995 -0.0068 -0.1189
H -1.820020 1.103804 -0.868811 -0.0454 -0.0398 -0.2171
H 1.306976 -2.418723 -1.077418 -0.2853 -0.1419 -0.0966
H -2.676811 -0.127029 -1.825557 0.1701 -0.2141 0.0299
H -2.653140 -0.164336 -0.041861 -0.3843 -0.2235 0.0120
H 0.871178 -2.874961 -2.796292 -0.1333 -0.4971 0.4283
H 1.285172 -1.284632 -2.408613 -0.1820 0.1351 0.3528
```
Positions in Å, forces in eV/Å.

Output
Frontier orbital gap (eV): 9.7
Energy relative to the best compared isomer or geometry (same formula, charge and spin) (kJ/mol): 106.9
HOMO level (eV): -9.156
SMILES: CNC(C)=O.CNC(C)=O
2S+1: 1